Entry 1:
Computed, not measured: a 7-piece molecular cluster, C13H40N2O13 overall, with wB97M-V/def2-TZVPD.

maximum force = 5.36 eV Å⁻¹
frontier orbital gap = 9.6 eV
SMILES string = NC(N)=O.OCCO.OCCO.OCCO.OCCO.OCCO.OCCO
multiplicity = 1
DFT total energy = -1606.76108 hartree
E_HOMO = -0.3531 hartree

Geometry as XYZ:
```
68
C13H40N2O13, DFT wB97M-V/def2-TZVPD
C 0.148 -6.008 6.527
O 0.481 -7.089 6.946
N 0.948 -5.025 6.584
N -1.053 -5.707 6.167
H 1.815 -5.239 7.055
H 0.628 -4.188 6.117
H -1.764 -6.404 6.001
H -1.237 -4.752 5.894
C 5.701 1.704 -8.479
C 4.312 1.235 -8.114
O 3.795 1.775 -6.926
O 6.711 1.136 -7.578
H 5.778 2.789 -8.546
H 5.855 1.333 -9.493
H 4.222 0.149 -8.129
H 3.593 1.397 -8.918
H 4.190 1.405 -6.133
H 6.546 1.605 -6.756
C -3.379 3.202 5.831
C -2.077 3.870 6.509
O -2.101 3.609 7.851
O -3.316 1.764 5.957
H -3.378 3.410 4.761
H -4.356 3.482 6.226
H -2.117 4.952 6.389
H -1.101 3.626 6.088
H -2.037 2.651 7.891
H -4.171 1.330 5.905
C 0.132 0.499 1.090
C -0.493 0.247 -0.299
O -1.814 0.838 -0.280
O -0.418 -0.355 2.094
H -0.079 1.534 1.360
H 1.198 0.275 1.083
H -0.461 -0.826 -0.488
H 0.027 0.803 -1.079
H -1.772 1.765 -0.036
H -1.077 0.137 2.589
C 6.300 -4.255 -3.717
C 5.190 -3.352 -3.309
O 5.490 -1.960 -3.481
O 7.121 -3.727 -4.788
H 6.005 -5.228 -4.108
H 7.046 -4.318 -2.925
H 4.916 -3.468 -2.261
H 4.403 -3.588 -4.026
H 6.152 -1.806 -2.803
H 6.769 -2.850 -4.955
C -1.604 7.340 0.434
C -0.088 7.039 0.564
O 0.547 8.314 0.618
O -2.357 6.257 0.044
H -1.745 8.116 -0.319
H -1.907 7.569 1.456
H 0.221 6.333 -0.206
H 0.096 6.575 1.533
H 1.056 8.396 -0.192
H -3.175 6.509 -0.390
C -6.473 -4.154 -0.308
C -7.656 -4.926 -0.874
O -7.300 -5.892 -1.854
O -5.810 -3.483 -1.404
H -5.784 -4.809 0.225
H -6.890 -3.394 0.353
H -8.426 -4.284 -1.301
H -8.025 -5.626 -0.124
H -6.717 -5.462 -2.484
H -5.233 -2.798 -1.059
```

***

Entry 2:
Computed, not measured: a 7-piece molecular cluster, C13H41O7 overall, with wB97M-V/def2-TZVPD.

maximum force = 3.98 eV Å⁻¹
frontier orbital gap (alpha / beta) = 10.0 / 3.5 eV
multiplicity = 2
DFT total energy = -1045.80650 hartree
net charge = +2
E_HOMO (alpha / beta) = -0.5575 / -0.5575 hartree
expectation value of S² = 0.754

Geometry as XYZ:
```
61
C13H41O7, DFT wB97M-V/def2-TZVPD
O -0.706 -0.460 0.025
H -0.825 -1.223 -0.545
H 0.187 -0.114 -0.044
H -1.032 -0.588 0.919
C 0.333 -0.964 4.201
C -1.036 -1.293 3.546
O -0.944 -1.909 2.235
H 1.061 -0.414 3.605
H 0.807 -1.943 4.268
H 0.108 -0.454 5.138
H -1.590 -0.360 3.450
H -1.687 -1.829 4.238
H -0.604 -2.804 2.297
C -4.583 -0.391 -0.086
C -4.310 -1.942 0.206
O -2.913 -2.123 0.211
H -4.005 -0.112 -0.967
H -4.236 0.042 0.853
H -5.604 -0.031 -0.207
H -4.639 -2.651 -0.554
H -4.642 -2.320 1.172
H -2.684 -3.000 0.528
C 3.768 0.430 -0.457
C 2.777 -0.178 0.457
O 1.570 0.659 0.585
H 4.252 1.307 -0.027
H 3.210 0.743 -1.340
H 4.482 -0.341 -0.749
H 3.217 -0.452 1.416
H 2.350 -1.095 0.050
H 1.954 1.504 0.831
C -0.334 2.755 2.239
C 1.039 3.600 2.194
O 1.411 3.867 0.817
H -0.002 1.961 1.571
H -1.209 3.280 1.856
H -0.418 2.320 3.235
H 1.799 2.966 2.652
H 1.021 4.547 2.734
H 2.261 4.311 0.805
C 2.006 3.260 -2.797
C 0.679 2.496 -2.500
O -0.041 3.153 -1.446
H 2.730 3.335 -1.986
H 1.721 4.268 -3.100
H 2.445 2.682 -3.610
H 1.102 1.620 -2.007
H 0.076 2.156 -3.342
H 0.577 3.437 -0.769
C 0.595 -3.349 -1.676
C 0.212 -2.452 -2.868
C -1.180 -2.630 -3.357
O 0.559 -1.148 -2.517
H 1.645 -3.145 -1.467
H 0.480 -4.392 -1.974
H 0.151 -3.225 -0.688
H 0.930 -2.734 -3.637
H -1.447 -2.214 -4.328
H -1.950 -2.241 -2.691
H -1.402 -3.696 -3.391
H 0.508 -0.484 -3.208
```

***

Entry 3:
Computed, not measured: a 8-piece molecular cluster, C13H42N6O8 overall, with wB97M-V/def2-TZVPD.

maximum force = 9.98 eV Å⁻¹
frontier orbital gap = 9.4 eV
SMILES string = NC(N)=O.NC(N)=O.NC(N)=O.CCO.CCO.CCO.CCO.CCO
multiplicity = 1
DFT total energy = -1450.80122 hartree
E_HOMO = -0.3315 hartree

Geometry as XYZ:
```
69
C13H42N6O8, DFT wB97M-V/def2-TZVPD
C -8.446 -26.389 18.107
C -6.989 -26.536 18.614
O -6.371 -25.668 17.691
H -9.109 -26.817 18.884
H -8.452 -26.978 17.153
H -8.778 -25.363 17.960
H -6.623 -27.558 18.403
H -6.896 -26.247 19.665
H -5.452 -25.843 17.826
C -9.910 -22.510 17.125
C -8.786 -21.626 16.680
O -9.357 -20.437 16.133
H -10.728 -22.732 16.364
H -10.512 -22.060 17.888
H -9.399 -23.438 17.412
H -8.018 -22.090 16.027
H -8.176 -21.325 17.498
H -8.823 -19.670 16.436
C -11.533 -21.225 20.114
C -11.539 -22.567 20.863
O -10.880 -23.471 20.151
H -10.444 -20.957 20.075
H -12.201 -20.518 20.616
H -11.875 -21.324 19.124
H -12.489 -22.883 21.217
H -10.832 -22.455 21.714
H -11.502 -23.679 19.457
C -16.362 -24.204 15.813
C -17.260 -23.344 16.576
O -17.178 -22.117 16.058
H -16.548 -25.275 15.906
H -15.304 -24.033 16.260
H -16.484 -24.111 14.786
H -17.067 -23.359 17.654
H -18.309 -23.581 16.514
H -16.714 -21.588 16.730
C -11.645 -25.495 17.407
C -12.864 -24.646 17.063
O -13.351 -24.084 18.261
H -11.755 -26.628 17.487
H -11.094 -25.098 18.253
H -11.048 -25.486 16.540
H -13.559 -25.227 16.632
H -12.601 -23.809 16.470
H -14.089 -24.631 18.538
C -8.038 -24.445 14.815
O -9.045 -25.429 15.013
N -7.069 -24.314 15.579
N -8.021 -23.745 13.730
H -7.164 -24.870 16.377
H -6.168 -23.768 15.464
H -8.515 -24.048 12.848
H -7.192 -23.124 13.574
C -14.893 -20.786 18.096
O -14.926 -20.838 19.514
N -14.412 -21.668 17.262
N -15.358 -19.784 17.464
H -14.045 -22.525 17.608
H -14.452 -21.562 16.226
H -16.024 -19.201 18.042
H -15.419 -19.679 16.396
C -11.743 -23.082 13.770
O -10.966 -22.071 14.089
N -11.503 -24.306 14.102
N -12.913 -23.041 13.195
H -10.746 -24.561 14.749
H -12.156 -25.064 13.896
H -13.165 -22.173 12.807
H -13.703 -23.752 13.128
```

***

Entry 4:
Computed, not measured: a 7-piece molecular cluster, C13H42NO6 overall, with wB97M-V/def2-TZVPD.

maximum force = 3.65 eV Å⁻¹
frontier orbital gap = 7.4 eV
multiplicity = 1
DFT total energy = -1026.32656 hartree
net charge = +1
E_HOMO = -0.4206 hartree

Geometry as XYZ:
```
62
C13H42NO6, DFT wB97M-V/def2-TZVPD
N -4.759 -14.188 13.197
H -5.245 -14.986 12.815
H -4.882 -13.378 12.606
H -3.824 -14.526 13.022
H -5.111 -13.978 14.120
C -2.686 -9.189 10.135
O -3.214 -10.425 9.781
H -3.142 -8.936 11.092
H -1.614 -9.075 10.294
H -2.893 -8.524 9.296
H -2.718 -10.568 8.972
C 2.302 -15.689 12.787
C 1.542 -15.287 11.479
C 2.390 -15.641 10.282
O 0.318 -15.952 11.419
H 2.050 -15.061 13.641
H 3.380 -15.672 12.623
H 2.011 -16.677 13.142
H 1.320 -14.222 11.555
H 1.846 -15.569 9.339
H 2.736 -16.674 10.235
H 3.185 -14.899 10.340
H 0.572 -16.877 11.460
C -10.729 -10.486 10.943
C -11.426 -9.285 11.709
C -12.290 -8.442 10.759
O -12.436 -9.897 12.452
H -11.359 -11.138 10.337
H -10.141 -11.179 11.544
H -10.149 -10.037 10.136
H -10.673 -8.700 12.237
H -13.000 -7.805 11.285
H -12.793 -9.059 10.014
H -11.777 -7.761 10.079
H -13.113 -10.130 11.812
C -2.538 -21.139 13.572
C -1.791 -21.996 12.492
C -2.654 -22.421 11.282
O -0.744 -21.226 11.970
H -2.995 -20.304 13.041
H -1.824 -20.776 14.311
H -3.275 -21.767 14.071
H -1.367 -22.901 12.927
H -3.302 -21.689 10.800
H -3.257 -23.282 11.568
H -1.959 -22.820 10.543
H -0.383 -21.797 11.288
C -6.837 -17.195 7.643
C -8.122 -17.545 8.338
C -8.678 -18.850 7.981
O -7.860 -17.536 9.726
H -6.085 -17.879 8.036
H -6.637 -16.128 7.742
H -6.885 -17.194 6.554
H -8.803 -16.737 8.072
H -9.681 -19.037 8.365
H -8.115 -19.716 8.330
H -8.644 -18.955 6.896
H -8.693 -17.767 10.143
O -6.481 -13.742 17.838
H -6.624 -13.322 18.686
H -7.168 -14.406 17.781
```

***

Entry 5:
Computed, not measured: a 9-piece molecular cluster, C13H43N14O11 overall, with wB97M-V/def2-TZVPD.

maximum force = 2.82 eV Å⁻¹
frontier orbital gap = 8.5 eV
multiplicity = 1
DFT total energy = -2115.71003 hartree
net charge = -1
E_HOMO = -0.2577 hartree

Geometry as XYZ:
```
81
C13H43N14O11, DFT wB97M-V/def2-TZVPD
N 1.103 1.625 -2.663
H 2.057 1.710 -3.007
H 0.447 1.191 -3.307
H 0.754 2.524 -2.298
H 1.181 0.931 -1.868
C 0.244 -0.657 -0.508
O 1.467 -0.306 -0.794
O 0.062 -1.791 0.069
O -0.723 0.056 -0.953
C 2.326 2.907 2.762
O 1.124 3.502 2.323
C 0.723 2.919 1.119
C -0.536 3.510 0.494
N -0.631 3.164 -0.931
C -1.842 3.671 -1.639
C -3.142 2.956 -1.288
O -3.647 3.162 0.009
C -4.136 4.461 0.307
H 2.242 1.884 3.139
H 2.653 3.446 3.656
H 3.165 3.006 2.069
H 0.584 1.833 1.236
H 1.492 2.876 0.330
H -0.612 4.593 0.600
H -1.391 3.037 0.982
H -0.791 2.154 -0.971
H -1.590 3.488 -2.689
H -1.875 4.762 -1.602
H -2.900 1.893 -1.300
H -3.875 3.142 -2.081
H -3.449 5.129 -0.223
H -4.055 4.699 1.365
H -5.146 4.645 -0.065
C -1.153 -4.869 1.080
O -1.648 -5.933 1.481
N -0.317 -4.084 1.780
N -1.312 -4.395 -0.170
H 0.096 -4.506 2.594
H 0.152 -3.404 1.195
H -0.877 -3.486 -0.324
H -1.717 -4.875 -0.948
C -3.570 -1.589 -2.955
O -4.461 -1.788 -3.778
N -3.159 -2.535 -2.074
N -2.900 -0.416 -2.812
H -3.534 -3.451 -2.250
H -2.260 -2.400 -1.644
H -2.198 -0.217 -2.106
H -3.321 0.383 -3.254
C 3.049 -4.295 -1.001
O 3.766 -5.283 -1.155
N 3.513 -3.028 -0.733
N 1.716 -4.336 -1.211
H 2.868 -2.259 -0.773
H 4.455 -2.984 -0.395
H 1.182 -5.182 -1.244
H 1.265 -3.441 -1.091
C -3.245 -0.643 2.058
O -4.247 -0.446 2.743
N -2.753 0.270 1.176
N -2.432 -1.749 2.124
H -2.054 0.039 0.484
H -3.251 1.140 1.071
H -2.802 -2.519 2.651
H -1.669 -1.760 1.469
C 4.863 1.084 -0.692
O 5.980 1.554 -0.540
N 3.678 1.723 -0.816
N 4.539 -0.246 -0.664
H 3.650 2.730 -0.856
H 2.852 1.139 -0.858
H 3.617 -0.587 -0.486
H 5.334 -0.853 -0.535
C 2.504 -1.070 3.081
O 3.196 -1.235 4.075
N 2.890 -0.731 1.830
N 1.127 -1.275 3.127
H 3.883 -0.661 1.690
H 2.195 -0.839 1.098
H 0.653 -1.439 3.995
H 0.572 -1.374 2.292
```

***

Entry 6:
Computed, not measured: a 10-piece molecular cluster, C13H46N12O10 overall, with wB97M-V/def2-TZVPD.

maximum force = 10.88 eV Å⁻¹
frontier orbital gap = 8.3 eV
SMILES string = NC(N)=O.NC(N)=O.NC(N)=O.NC(N)=O.NC(N)=O.NC(N)=O.CCO.CCO.CCO.CO
multiplicity = 1
DFT total energy = -1932.13715 hartree
E_HOMO = -0.3070 hartree

Geometry as XYZ:
```
81
C13H46N12O10, DFT wB97M-V/def2-TZVPD
C 4.136 1.307 3.439
C 3.010 2.046 2.711
O 1.790 1.601 3.249
H 4.276 0.344 2.998
H 3.906 1.291 4.530
H 5.017 1.905 3.252
H 3.048 2.001 1.650
H 3.001 3.164 2.878
H 1.836 1.758 4.180
C 1.408 -1.877 -1.526
C 0.911 -3.384 -1.442
O 1.522 -4.161 -0.429
H 0.557 -1.214 -1.812
H 2.243 -1.623 -2.124
H 1.663 -1.591 -0.507
H 1.208 -3.945 -2.309
H -0.140 -3.517 -1.364
H 1.728 -5.065 -0.726
C -0.617 -1.177 -4.363
C -1.855 -1.530 -3.493
O -2.793 -0.506 -3.456
H 0.021 -0.369 -3.997
H -0.857 -0.983 -5.369
H 0.102 -1.995 -4.554
H -1.463 -1.768 -2.492
H -2.447 -2.372 -3.930
H -3.226 -0.621 -2.603
C 1.606 -2.037 2.850
O 1.191 -1.565 4.091
N 2.203 -1.314 1.912
N 1.243 -3.158 2.273
H 2.678 -0.535 2.400
H 2.887 -1.689 1.135
H 0.620 -3.861 2.798
H 1.354 -3.388 1.256
C 0.024 0.747 0.426
O 0.708 1.879 0.189
N 0.166 0.231 1.627
N -0.993 0.280 -0.189
H 0.668 0.922 2.242
H 0.832 -0.603 1.607
H -1.119 0.862 -1.031
H -1.071 -0.712 -0.131
C 2.924 1.148 -2.219
O 1.557 1.172 -2.519
N 3.689 0.352 -2.917
N 3.567 1.929 -1.405
H 3.205 -0.235 -3.596
H 4.747 0.226 -2.907
H 3.002 2.462 -0.697
H 4.561 2.147 -1.441
C -1.993 -2.347 1.463
O -1.375 -2.503 0.228
N -3.210 -2.624 1.680
N -1.759 -1.391 2.334
H -3.277 -3.368 2.457
H -3.604 -3.002 0.762
H -1.304 -1.706 3.151
H -1.010 -0.709 1.957
C -4.224 0.250 0.133
O -4.003 -0.492 -1.080
N -5.219 0.051 0.954
N -3.283 0.712 0.895
H -6.046 -0.244 0.460
H -5.755 0.723 1.588
H -2.312 0.592 0.443
H -3.407 1.705 1.315
C -1.972 2.495 -2.277
O -3.297 2.526 -2.257
N -1.201 3.448 -1.956
N -1.230 1.423 -2.581
H -1.630 4.211 -1.524
H -0.235 3.493 -1.845
H -1.794 0.745 -3.052
H -0.179 1.335 -2.834
C -1.147 3.639 1.926
O 0.206 3.796 2.267
H -1.654 3.119 2.749
H -1.383 3.202 0.932
H -1.659 4.601 1.908
H 0.721 3.336 1.657
```

***

Entry 7:
Computed, not measured: a 11-piece molecular cluster, C13H48N2O11 overall, with wB97M-V/def2-TZVPD.

maximum force = 7.53 eV Å⁻¹
frontier orbital gap = 9.3 eV
SMILES string = NC(N)=O.CCO.CCO.CO.CO.CO.CO.CO.CO.CO.CO
multiplicity = 1
DFT total energy = -1461.02612 hartree
E_HOMO = -0.3487 hartree

Geometry as XYZ:
```
74
C13H48N2O11, DFT wB97M-V/def2-TZVPD
C 0.357 -1.633 1.640
C 1.073 -1.920 0.253
O 0.656 -0.921 -0.677
H -0.735 -1.554 1.507
H 0.735 -0.714 2.073
H 0.505 -2.484 2.304
H 0.801 -2.805 -0.151
H 2.167 -1.813 0.345
H 1.261 -0.176 -0.712
C 1.465 0.545 4.934
C 0.216 1.436 5.065
O 0.568 2.736 5.391
H 2.032 0.388 5.856
H 2.166 1.029 4.192
H 1.257 -0.381 4.430
H -0.554 1.023 5.734
H -0.279 1.592 4.055
H -0.142 3.271 5.024
C 3.980 0.747 -1.510
O 2.612 0.682 -1.378
N 4.600 0.911 -2.666
N 4.748 0.637 -0.486
H 3.991 1.141 -3.488
H 5.570 0.931 -2.814
H 4.322 0.498 0.453
H 5.756 0.643 -0.626
C -2.676 -3.091 -1.595
O -1.718 -4.112 -1.925
H -2.898 -2.520 -2.488
H -2.281 -2.408 -0.893
H -3.593 -3.586 -1.149
H -1.079 -3.842 -2.565
C 0.207 0.004 -4.302
O 0.096 -1.175 -3.582
H 1.178 0.115 -4.402
H -0.230 0.842 -3.712
H -0.212 -0.013 -5.312
H 0.494 -1.154 -2.740
C 3.610 -2.349 -3.024
O 5.007 -2.054 -3.040
H 3.144 -2.597 -2.089
H 3.354 -3.153 -3.644
H 2.921 -1.538 -3.397
H 4.983 -1.119 -2.917
C -2.482 0.615 -1.414
O -1.781 0.241 -0.248
H -2.802 -0.167 -2.074
H -1.889 1.274 -2.050
H -3.344 1.233 -1.154
H -1.098 -0.352 -0.577
C -2.924 0.722 3.400
O -3.866 0.065 4.204
H -2.925 1.818 3.505
H -3.192 0.510 2.332
H -1.928 0.289 3.408
H -4.729 0.396 3.982
C 0.617 2.096 1.313
O -0.738 2.265 1.289
H 1.063 1.574 0.460
H 0.799 1.381 2.144
H 1.057 3.106 1.469
H -1.231 1.524 0.854
C 0.181 2.902 -1.805
O 0.070 3.722 -2.964
H 0.320 1.841 -2.051
H -0.745 3.065 -1.337
H 0.922 3.319 -1.117
H -0.510 3.285 -3.579
C -4.540 -1.420 1.181
O -5.069 -0.813 0.090
H -4.663 -0.755 2.012
H -3.503 -1.761 1.030
H -5.269 -2.125 1.495
H -5.236 0.092 0.231
```